Entry 1:
Below is the molecule C7H10, with properties calculated with ωB97M-V with the def2-TZVPD basis set.

Geometry as ORCA input:
```
! wB97M-V def2-TZVPD RIJCOSX def2/J DEFGRID3
* xyz 0 1
C -2.130 -0.028 0.256
C -1.398 0.664 -0.858
C -0.786 -0.536 -0.189
C 2.202 -0.555 -1.173
C 1.825 -0.638 0.200
C 1.295 0.729 0.738
C 0.392 -0.428 0.739
H -3.007 -0.622 0.011
H -2.185 0.484 1.214
H -1.767 0.549 -1.874
H -0.977 1.644 -0.645
H -0.807 -1.457 -0.769
H 1.341 -0.093 -1.703
H 2.503 -1.132 0.897
H 1.145 1.517 0.006
H 1.770 1.052 1.660
H 0.259 -0.919 1.702
*
```

Computed properties:
- strongest force on any atom (eV Å⁻¹) = 0.62
- frontier orbital gap (eV) = 8.4
- LUMO energy (Ha) = 0.006
- calculated total energy (eV) = -7415.91953
- E_HOMO (eV) = -8.22

Löwdin atomic charge list, values in e, 5 entries: -0.12, -0.12, -0.28, 0.14, -0.35

***

Entry 2:
Below is C7H10 as an isolated structure in a non-equilibrium geometry, with properties calculated with ωB97M-V with the def2-TZVPD basis set.

Geometry as ORCA input:
```
! wB97M-V def2-TZVPD RIJCOSX def2/J DEFGRID3
* xyz 0 1
C 0.978 1.149 -0.978
C 1.364 -0.237 -1.417
C 0.371 -0.071 -0.309
C 0.651 -0.386 1.133
C -0.551 -0.473 1.794
C -1.667 -0.198 0.883
C -1.112 -0.405 -0.509
H 0.339 1.734 -1.636
H 1.706 1.730 -0.418
H 2.355 -0.602 -1.159
H 1.001 -0.587 -2.381
H 1.596 -0.182 1.619
H -0.788 0.755 1.488
H -0.736 -0.582 2.860
H -2.722 -0.361 1.133
H -1.192 -1.471 -0.805
H -1.592 0.186 -1.298
*
```

Computed properties:
- strongest force on any atom (eV Å⁻¹) = 3.13
- frontier orbital gap (eV) = 8.0
- LUMO energy (Ha) = 0.040
- calculated total energy (eV) = -7416.57848
- E_HOMO (eV) = -6.88

Löwdin atomic charge list, values in e, 5 entries: -0.09, -0.09, -0.45, -0.08, -0.21

***

Entry 3:
Below is the molecule C7H10, with properties calculated with ωB97M-V with the def2-TZVPD basis set.

Geometry as ORCA input:
```
! wB97M-V def2-TZVPD RIJCOSX def2/J DEFGRID3
* xyz 0 1
C -1.888 0.074 0.418
C 0.917 1.452 -1.021
C 1.177 1.298 0.462
C 1.568 0.001 -0.169
C 0.392 -0.909 -0.378
C -0.804 -0.997 0.574
C 0.526 0.149 -1.433
H -2.741 -0.165 1.060
H -1.543 1.074 0.688
H -2.245 0.126 -0.615
H 0.395 1.174 1.210
H 1.952 1.978 0.812
H 2.588 -0.319 -0.356
H 0.703 -1.888 -0.747
H -0.452 -1.032 1.614
H -1.271 -1.970 0.384
H 0.662 -0.143 -2.475
*
```

Computed properties:
- strongest force on any atom (eV Å⁻¹) = 0.52
- frontier orbital gap (eV) = 8.7
- LUMO energy (Ha) = 0.037
- calculated total energy (eV) = -7416.69879
- E_HOMO (eV) = -7.70

Löwdin atomic charge list, values in e, 5 entries: -0.10, 0.01, -0.16, -0.16, -0.23